This record from the Open Molecules 2025 dataset describes C29H33AuNOSSi as an isolated structure. The level of theory is the ωB97M-V functional and the def2-TZVPD basis.

Its LUMO energy is 2.50 eV. The total charge is -1. The calculation puts the frontier orbital gap at 0.233 Eh. The calculation puts the HOMO energy at -3.848 eV.

Element x y z (Å)
Au (-0.688, 0.959, 1.995)
N (-3.411, 0.509, 1.463)
S (-4.478, 1.266, 0.557)
C (-3.635, 2.836, 0.150)
C (-3.586, 3.334, -1.125)
C (-2.959, 4.538, -1.392)
C (-2.539, 5.325, -0.318)
C (-2.808, 4.918, 0.975)
C (-3.370, 3.705, 1.178)
C (-4.366, 0.378, -0.984)
C (-3.276, -0.476, -1.219)
C (-3.360, -1.349, -2.314)
C (-4.506, -1.418, -3.084)
C (-5.594, -0.624, -2.776)
C (-5.510, 0.296, -1.721)
H (-3.534, 0.934, 2.419)
H (-3.977, 2.747, -1.919)
H (-2.847, 4.740, -2.439)
H (-1.905, 6.238, -0.578)
H (-2.481, 5.481, 1.863)
H (-3.675, 3.372, 2.204)
H (-2.323, -0.339, -0.681)
H (-2.509, -2.018, -2.521)
H (-4.438, -2.224, -3.856)
H (-6.439, -0.592, -3.396)
H (-6.270, 1.057, -1.558)
C (-1.029, 2.170, 3.503)
H (-0.063, 2.411, 3.991)
H (-1.683, 1.861, 4.291)
H (-1.410, 3.080, 2.960)
C (0.995, -2.073, -2.306)
C (2.048, -1.130, -1.627)
C (3.512, -1.612, -1.864)
C (1.930, 0.286, -2.234)
Si (1.664, -1.049, 0.218)
O (0.202, -0.432, 0.465)
C (2.985, 0.074, 0.984)
C (2.782, 1.444, 1.033)
C (3.760, 2.302, 1.575)
C (4.961, 1.716, 2.032)
C (5.169, 0.318, 1.974)
C (4.094, -0.449, 1.541)
C (1.897, -2.793, 0.812)
C (3.192, -3.490, 0.792)
C (3.306, -4.766, 1.226)
C (2.214, -5.521, 1.678)
C (1.011, -4.842, 1.752)
C (0.863, -3.546, 1.361)
H (1.180, -2.340, -3.379)
H (-0.012, -1.597, -2.200)
H (1.050, -3.017, -1.783)
H (3.770, -1.465, -2.919)
H (3.671, -2.686, -1.682)
H (4.259, -1.189, -1.280)
H (1.814, 0.150, -3.339)
H (2.852, 0.861, -2.047)
H (1.059, 0.861, -1.836)
H (1.928, 1.967, 0.565)
H (3.692, 3.391, 1.587)
H (5.767, 2.382, 2.345)
H (6.165, -0.072, 2.280)
H (4.214, -1.513, 1.539)
H (4.145, -2.988, 0.480)
H (4.278, -5.196, 1.091)
H (2.202, -6.576, 1.937)
H (0.178, -5.429, 2.176)
H (-0.127, -3.095, 1.385)

The natural (NBO) scheme yields these atomic charges, measured in e:
1 Au 0.458
2 N -1.156
3 S 1.066
4 C -0.213
5 C -0.216
6 C -0.222
7 C -0.204
8 C -0.216
9 C -0.196
10 C -0.267
11 C -0.109
12 C -0.227
13 C -0.207
14 C -0.230
15 C -0.203
16 H 0.366
17 H 0.211
18 H 0.211
19 H 0.211
20 H 0.222
21 H 0.223
22 H 0.281
23 H 0.223
24 H 0.215
25 H 0.206
26 H 0.215
27 C -1.081
28 H 0.192
29 H 0.178
30 H 0.178
31 C -0.610
32 C -0.514
33 C -0.613
34 C -0.616
35 Si 1.999
36 O -1.349
37 C -0.419
38 C -0.196
39 C -0.221
40 C -0.228
41 C -0.238
42 C -0.220
43 C -0.482
44 C -0.210
45 C -0.234
46 C -0.229
47 C -0.218
48 C -0.197
49 H 0.184
50 H 0.217
51 H 0.209
52 H 0.188
53 H 0.203
54 H 0.208
55 H 0.185
56 H 0.205
57 H 0.230
58 H 0.228
59 H 0.202
60 H 0.191
61 H 0.201
62 H 0.199
63 H 0.207
64 H 0.195
65 H 0.204
66 H 0.197
67 H 0.233

=====

This record from the Open Molecules 2025 dataset describes C28H33BrHfN5O2S as an isolated structure. The level of theory is the ωB97M-V functional and the def2-TZVPD basis.

Its LUMO energy is -8.91 eV. The total charge is +3. The energy above the lowest of the compared OMol25 structures with the same formula, charge and spin is 0.385 eV. The calculation puts the frontier orbital gap at 0.261 Eh. The calculation puts the HOMO energy at -16.000 eV.

Element x y z (Å)
Hf (0.196, 0.609, -0.134)
C (4.115, 0.255, -0.123)
C (2.914, 0.953, 0.440)
C (2.388, 2.064, -0.273)
C (3.054, 2.441, -1.568)
C (1.317, 2.813, 0.273)
C (0.808, 4.082, -0.374)
C (0.772, 2.430, 1.523)
C (-0.332, 3.247, 2.148)
C (1.316, 1.341, 2.242)
C (0.846, 1.108, 3.651)
C (2.350, 0.558, 1.672)
C (2.854, -0.659, 2.389)
H (3.924, -0.129, -1.124)
H (4.465, -0.558, 0.499)
H (4.929, 0.979, -0.210)
H (4.038, 2.865, -1.351)
H (2.504, 3.175, -2.144)
H (3.224, 1.568, -2.198)
H (-0.265, 4.054, -0.561)
H (1.304, 4.307, -1.310)
H (0.990, 4.917, 0.305)
H (0.103, 4.012, 2.797)
H (-0.985, 2.640, 2.772)
H (-0.937, 3.765, 1.409)
H (-0.204, 0.823, 3.707)
H (0.944, 2.043, 4.208)
H (1.429, 0.357, 4.171)
H (3.689, -0.392, 3.043)
H (3.197, -1.419, 1.695)
H (2.082, -1.113, 3.002)
N (0.971, -7.130, -3.000)
C (0.851, -5.890, -2.545)
C (-0.438, -5.322, -2.332)
C (-0.562, -4.052, -1.868)
C (0.606, -3.283, -1.608)
C (1.899, -3.844, -1.803)
C (2.014, -5.113, -2.269)
S (0.449, -1.773, -0.974)
O (1.526, -0.803, -1.361)
O (-0.849, -1.108, -1.312)
N (0.526, -1.415, 0.632)
C (-0.675, -1.534, 1.362)
N (-1.186, -0.305, 1.546)
C (-2.315, -0.238, 2.282)
C (-2.886, -1.382, 2.787)
C (-2.278, -2.601, 2.483)
N (-1.159, -2.684, 1.762)
H (0.166, -7.700, -3.205)
H (1.874, -7.545, -3.159)
H (-1.318, -5.910, -2.553)
H (-1.544, -3.623, -1.720)
H (2.789, -3.261, -1.604)
H (2.991, -5.543, -2.444)
H (-2.738, 0.736, 2.486)
H (-3.781, -1.336, 3.390)
H (-2.712, -3.534, 2.824)
C (-5.278, 2.753, -0.160)
C (-4.003, 2.446, -0.890)
C (-3.912, 2.585, -2.278)
C (-2.729, 2.314, -2.946)
C (-1.672, 1.894, -2.172)
Br (0.043, 1.582, -2.901)
N (-1.712, 1.719, -0.853)
C (-2.874, 2.004, -0.226)
H (-5.704, 3.689, -0.519)
H (-5.119, 2.847, 0.913)
H (-6.011, 1.964, -0.332)
H (-4.773, 2.926, -2.841)
H (-2.632, 2.434, -4.015)
H (-2.874, 1.897, 0.847)

The Löwdin scheme yields these atomic charges, measured in e:
1 Hf 1.679
2 C 0.009
3 C -0.191
4 C -0.241
5 C -0.031
6 C -0.270
7 C -0.006
8 C -0.268
9 C -0.006
10 C -0.202
11 C 0.011
12 C -0.186
13 C -0.012
14 H 0.093
15 H 0.087
16 H 0.122
17 H 0.125
18 H 0.060
19 H 0.092
20 H 0.079
21 H 0.079
22 H 0.122
23 H 0.128
24 H 0.079
25 H 0.079
26 H 0.081
27 H 0.119
28 H 0.090
29 H 0.130
30 H 0.085
31 H 0.085
32 N 0.203
33 C -0.252
34 C 0.014
35 C -0.030
36 C -0.342
37 C -0.027
38 C 0.016
39 S 0.711
40 O -0.391
41 O -0.372
42 N -0.171
43 C -0.465
44 N 0.039
45 C -0.076
46 C 0.020
47 C -0.022
48 N 0.197
49 H 0.138
50 H 0.138
51 H 0.133
52 H 0.126
53 H 0.127
54 H 0.134
55 H 0.115
56 H 0.132
57 H 0.140
58 C -0.006
59 C -0.203
60 C 0.058
61 C -0.023
62 C -0.670
63 Br 1.052
64 N -0.094
65 C -0.052
66 H 0.105
67 H 0.090
68 H 0.108
69 H 0.151
70 H 0.135
71 H 0.096

=====

This record from the Open Molecules 2025 dataset describes a 2-piece molecular cluster, C5H14 overall. The level of theory is the ωB97M-V functional and the def2-TZVPD basis.

Its LUMO energy is 1.10 eV. The energy above the lowest of the compared OMol25 structures with the same formula, charge and spin is 1.421 eV. The structure (SMILES) is CCC.CC. The calculation puts the frontier orbital gap at 0.421 Eh. The calculation puts the HOMO energy at -10.345 eV.

Element x y z (Å)
C (0.231, 2.218, 0.928)
C (-0.704, 1.878, -0.217)
C (-1.764, 0.707, 0.167)
H (1.042, 2.901, 0.632)
H (0.488, 1.375, 1.511)
H (-0.373, 2.851, 1.611)
H (-1.128, 2.731, -0.605)
H (-0.138, 1.151, -0.932)
H (-2.784, 1.028, -0.181)
H (-1.636, -0.223, -0.253)
H (-1.746, 0.764, 1.336)
C (0.488, -1.837, -0.613)
C (1.671, -2.792, -0.318)
H (0.948, -0.810, -0.717)
H (0.073, -2.205, -1.533)
H (-0.248, -1.695, 0.113)
H (2.396, -2.806, -1.182)
H (1.336, -3.748, 0.033)
H (2.237, -2.355, 0.488)

The natural (NBO) scheme yields these atomic charges, measured in e:
1 C -0.615
2 C -0.393
3 C -0.605
4 H 0.214
5 H 0.207
6 H 0.194
7 H 0.201
8 H 0.194
9 H 0.205
10 H 0.201
11 H 0.196
12 C -0.607
13 C -0.603
14 H 0.196
15 H 0.203
16 H 0.204
17 H 0.206
18 H 0.204
19 H 0.197

=====

This record from the Open Molecules 2025 dataset describes C4H8S2 as an isolated structure. The level of theory is the ωB97M-V functional and the def2-TZVPD basis.

Its LUMO energy is -0.09 eV. The energy above the lowest of the compared OMol25 structures with the same formula, charge and spin is 3.712 eV. The calculation puts the frontier orbital gap at 0.308 Eh. The calculation puts the HOMO energy at -8.466 eV.

Element x y z (Å)
C (0.036, -0.722, 0.520)
C (-1.003, -0.448, -0.595)
C (-0.622, 0.951, -1.120)
C (1.255, -0.157, 0.032)
H (0.923, 0.891, 2.712)
H (-0.148, -1.831, 0.758)
H (-2.106, -0.712, -0.288)
H (-0.572, -1.179, -1.341)
H (-1.053, 1.512, -0.092)
H (-1.017, 1.221, -2.129)
H (1.857, -1.081, -0.369)
H (1.924, 0.297, 0.883)
S (-0.512, -0.053, 2.189)
S (1.037, 1.311, -1.159)

The natural (NBO) scheme yields these atomic charges, measured in e:
1 C -0.356
2 C -0.407
3 C -0.625
4 C -0.554
5 H 0.145
6 H 0.249
7 H 0.242
8 H 0.203
9 H 0.220
10 H 0.248
11 H 0.240
12 H 0.242
13 S -0.099
14 S 0.251

=====

This record from the Open Molecules 2025 dataset describes one molecule with the formula C5H9N. The level of theory is the ωB97M-V functional and the def2-TZVPD basis.

Its LUMO energy is 1.23 eV. The energy above the lowest of the compared OMol25 structures with the same formula, charge and spin is 2.841 eV. The structure (SMILES) is C/C=C/N1CC1. The calculation puts the frontier orbital gap at 0.346 Eh. The calculation puts the HOMO energy at -8.185 eV.

Element x y z (Å)
C (0.240, 1.144, 2.320)
C (0.478, 0.472, 0.951)
C (-0.416, 0.477, -0.009)
N (-0.078, 0.095, -1.304)
C (0.603, -1.099, -1.660)
C (-0.862, -0.974, -1.909)
H (0.188, 0.489, 3.265)
H (-0.700, 1.704, 2.257)
H (1.173, 1.715, 2.379)
H (1.449, 0.062, 0.927)
H (-1.407, 0.807, 0.247)
H (0.953, -1.689, -0.782)
H (1.290, -1.166, -2.564)
H (-1.419, -0.485, -2.795)
H (-1.492, -1.552, -1.324)

The natural (NBO) scheme yields these atomic charges, measured in e:
1 C -0.634
2 C -0.239
3 C -0.033
4 N -0.410
5 C -0.235
6 C -0.270
7 H 0.208
8 H 0.206
9 H 0.215
10 H 0.190
11 H 0.197
12 H 0.199
13 H 0.209
14 H 0.209
15 H 0.186

=====

This record from the Open Molecules 2025 dataset describes a 5-piece molecular cluster, C6H15NO4 overall. The level of theory is the ωB97M-V functional and the def2-TZVPD basis.

Its LUMO energy (alpha / beta) is -3.91 / -7.62 eV. The total charge is +1. As for the expectation value of S²: 0.771. The energy above the lowest of the compared OMol25 structures with the same formula, charge and spin is 0.000 eV. The spin multiplicity is 2. The calculation puts the frontier orbital gap (alpha / beta) at 0.364 / 0.228 Eh. The calculation puts the HOMO energy (alpha / beta) at -13.815 / -13.816 eV.

Element x y z (Å)
C (-2.196, -1.377, 1.342)
C (-2.892, -0.814, 0.275)
N (-1.995, -0.425, -0.696)
C (-0.706, -0.742, -0.254)
C (-0.761, -1.433, 0.938)
C (0.815, 0.754, -1.661)
C (0.558, -0.362, -0.987)
H (-2.493, -1.835, 2.266)
H (-3.913, -0.582, 0.207)
H (-2.257, 0.096, -1.529)
H (0.112, -1.610, 1.623)
H (0.094, 1.590, -1.917)
H (1.776, 0.966, -2.027)
H (1.361, -1.134, -0.752)
H (-1.611, 1.697, -3.439)
H (-1.868, 0.109, -3.690)
O (-2.329, 0.986, -3.355)
H (1.352, 4.215, 1.256)
H (-0.118, 4.033, 1.183)
O (0.548, 4.122, 1.992)
H (2.037, -0.066, 2.560)
H (3.515, -0.739, 2.635)
O (2.799, -0.449, 1.985)
H (2.985, -1.927, 1.250)
H (2.260, -2.375, 0.127)
O (2.927, -2.699, 0.667)

The natural (NBO) scheme yields these atomic charges, measured in e:
1 C -0.199
2 C 0.181
3 N -0.549
4 C 0.300
5 C -0.218
6 C -0.238
7 C -0.254
8 H 0.269
9 H 0.247
10 H 0.473
11 H 0.277
12 H 0.204
13 H 0.232
14 H 0.238
15 H 0.488
16 H 0.488
17 O -0.951
18 H 0.460
19 H 0.452
20 O -0.912
21 H 0.496
22 H 0.505
23 O -0.968
24 H 0.475
25 H 0.424
26 O -0.922

=====

Number 1: molar mass 668.71 g/mol. Number 2: molar mass 762.07 g/mol. Number 3: molar mass 74.17 g/mol. Number 4: molar mass 120.24 g/mol. Number 5: molar mass 83.13 g/mol. Number 6: molar mass 165.19 g/mol.